Record 1
Below is a structure of composition CHInO3 in a non-equilibrium geometry, with properties calculated with wB97M-V/def2-TZVPD.

```
6
Properties=species:S:1:pos:R:3:forces:R:3
In 1.611761 -1.808620 -2.815022 0.351 -0.315 -0.402
O -1.329185 0.633065 0.648922 3.224 -0.656 0.528
C -0.119974 0.284484 0.301183 -4.637 1.423 0.872
O 0.146521 -0.036701 -0.870960 1.598 -0.256 0.380
O 0.832124 0.227073 1.106011 1.239 -0.665 -1.711
H -1.141248 0.700698 1.629867 -1.773 0.468 0.334
```
Forces are in eV/Å.

Output
electronic energy: -453.6192 a.u.
LUMO: -17.12 eV
frontier orbital gap: 4.087 eV
ΔE to the lowest compared entry with this formula, charge and spin: 56.1 kJ/mol
charge: +2


Record 2
Below is a structure of composition CHLi2O3 in a non-equilibrium geometry, with properties calculated with wB97M-V/def2-TZVPD.

```
7
Properties=species:S:1:pos:R:3:forces:R:3
O -0.447244 -0.043839 -2.042826 -3.151 3.246 -10.997
C 0.231130 0.290959 -0.229043 -1.006 1.420 -2.727
O -0.016982 0.225392 0.963804 0.465 -0.841 5.139
Li 0.776587 0.870753 2.511944 -0.203 0.211 -0.400
Li -0.431672 -1.839781 0.845472 -0.155 0.411 -0.631
O -0.234684 -0.647923 -1.011337 2.691 -4.304 8.399
H 0.122864 1.144440 -1.038014 1.359 -0.142 1.218
```
Forces are in eV/Å.

Output
electronic energy: -279.1015 a.u.
LUMO (spin up / spin down): -5.18 / -5.18 eV
frontier orbital gap (spin up / spin down): 6.056 / 6.065 eV
ΔE to the lowest compared entry with this formula, charge and spin: 345.8 kJ/mol
charge: +1


Record 3
Below is a structure of composition CHLiO2Pt in a non-equilibrium geometry, with properties calculated with wB97M-V/def2-TZVPD.

```
6
Properties=species:S:1:pos:R:3:forces:R:3
O 2.502753 1.464907 -0.675937 -1.805 -2.682 -0.226
C 1.920075 0.555511 -0.108621 3.379 3.546 4.059
H 2.056852 0.321904 0.998825 1.685 -0.996 -1.235
O 0.584072 0.434633 -0.177324 5.381 7.715 -4.475
Li 0.753950 2.107232 -1.474528 0.260 0.943 -0.648
Pt -0.600311 -0.642684 0.126843 -8.901 -8.527 2.526
```
Forces are in eV/Å.

Output
electronic energy: -315.1156 a.u.
LUMO (spin up / spin down): -11.51 / -14.04 eV
frontier orbital gap (spin up / spin down): 10.518 / 7.726 eV
multiplicity: 3
ΔE to the lowest compared entry with this formula, charge and spin: 117.3 kJ/mol
charge: +2


Record 4
Below is a structure of composition CHLiO3Pd in a non-equilibrium geometry, with properties calculated with wB97M-V/def2-TZVPD.

```
7
Properties=species:S:1:pos:R:3:forces:R:3
O 3.268485 -2.855917 -1.855871 -1.500 1.482 2.586
C 2.591307 -2.177439 -1.157810 4.420 -3.093 1.067
H 2.352611 -0.871661 -1.603556 -2.650 0.151 0.722
O 1.262786 -1.310680 -3.164663 -1.904 1.294 -6.886
O 1.236218 -1.318603 -1.961816 0.899 2.796 6.059
Pd 2.428884 -2.879138 -3.719363 3.737 -2.858 -2.514
Li 0.474151 -2.639302 -4.274710 -3.002 0.228 -1.034
```
Forces are in eV/Å.

Output
electronic energy: -399.1723 a.u.
LUMO (spin up / spin down): -6.12 / -8.35 eV
frontier orbital gap (spin up / spin down): 5.379 / 6.928 eV
multiplicity: 4
charge: +1